(1)
49
Properties=species:S:1:pos:R:3:lowdin_charge:R:1 method="wB97M-V/def2-TZVPD" max_force_ev_per_a=5.91 total_energy_ha=-6006.76419 charge=-2 spin_multiplicity=2
H -3.494 -1.455 -2.727 0.08
H -2.040 -1.655 -5.396 0.06
O 2.588 1.541 3.059 -0.28
S 4.490 -0.317 0.100 0.50
F -0.544 3.497 1.450 0.07
F 5.693 1.483 -1.422 0.17
F -1.549 -0.990 0.032 0.03
Na 0.757 -0.504 -0.692 0.28
C 5.947 0.303 -0.998 -0.76
C 2.059 -3.936 3.070 -0.61
O 3.272 -0.008 -0.690 -0.36
F 6.131 -0.460 -2.030 0.14
O -2.037 -0.644 3.094 -0.32
C -2.064 2.468 -2.178 -0.59
F 3.269 -4.302 2.594 0.12
S 1.743 -2.112 2.514 0.62
Cl -4.190 3.316 -0.668 0.61
C -2.658 -1.529 0.561 -0.70
Cl -3.281 0.294 -5.041 0.53
F 0.336 4.043 3.288 0.14
Cl -1.202 -0.999 -2.818 0.76
S 1.207 1.659 2.527 0.58
O 0.279 1.089 3.550 -0.28
F 7.096 0.253 -0.331 0.12
O 1.307 -2.050 1.117 -0.27
H -2.252 4.341 -1.348 0.07
C -2.925 -1.460 -4.791 -0.61
O 1.140 0.996 1.210 -0.36
C -2.618 -1.713 -3.323 -0.74
H -3.741 -2.035 -5.228 0.07
F 2.138 -3.970 4.369 0.17
O -3.496 0.790 1.686 -0.35
H -1.361 2.855 -2.916 0.07
H -3.359 4.076 -2.670 0.07
C 0.607 3.445 2.157 -0.69
F 1.054 -4.726 2.569 0.10
Cl -0.985 1.797 -0.834 0.69
O -4.396 -1.075 2.641 -0.39
S -3.134 -0.501 2.141 0.44
O 2.944 -1.280 2.752 -0.17
H -2.524 -2.788 -3.170 0.08
O 4.730 -1.738 0.377 -0.35
O 4.614 0.386 1.345 -0.31
F -3.717 -1.452 -0.278 0.09
O 0.697 -1.628 3.449 -0.18
F -2.532 -2.737 0.851 0.21
C -2.908 3.598 -1.801 -0.73
H -2.616 1.689 -2.704 0.02
F 1.523 4.143 1.552 0.16


(2)
21
Properties=species:S:1:pos:R:3:lowdin_charge:R:1 method="wB97M-V/def2-TZVPD" max_force_ev_per_a=4.62 total_energy_ha=-1025.66690 charge=0 spin_multiplicity=1 de_lowest_kcal_mol=0.0
P -1.600 2.215 0.289 0.89
C -3.038 1.720 3.948 -0.66
H 1.802 -0.677 -1.068 0.11
C -0.460 -0.006 0.850 -0.41
F -3.448 2.629 3.137 0.20
C -0.835 1.326 -1.060 -0.28
F -2.702 2.335 5.141 0.12
C -1.892 0.859 3.536 -0.08
C -1.584 0.715 1.241 -0.19
H 0.717 -0.162 -2.392 0.05
H 0.796 -1.815 1.008 0.11
H -0.243 -1.329 2.533 0.07
C -0.195 0.251 -0.498 -0.37
H 1.136 -0.358 1.947 0.12
C 0.714 -0.594 -1.418 -0.04
H -0.773 1.754 -2.062 0.07
O -1.159 0.317 4.285 0.15
F -3.996 0.857 4.204 0.18
H -2.886 2.380 -0.268 -0.05
H 0.178 -1.527 -1.452 0.07
C 0.260 -1.004 1.633 -0.05


(3)
21
Properties=species:S:1:pos:R:3:lowdin_charge:R:1 method="wB97M-V/def2-TZVPD" max_force_ev_per_a=3.49 total_energy_ha=-1025.64709 charge=0 spin_multiplicity=1 de_lowest_kcal_mol=12.4
H -0.787 2.701 -0.513 -0.02
H 1.842 2.766 0.129 0.06
C 1.794 0.638 0.146 -0.35
C -2.607 -0.959 0.217 -0.04
C 0.776 -0.378 0.161 -0.38
C -0.439 0.191 0.322 -0.18
C 0.985 -1.786 -0.044 -0.04
H 1.860 -2.046 0.432 0.05
H 1.081 -1.876 -1.121 0.11
H 3.450 -0.370 0.901 0.13
F -4.414 -0.523 -1.378 0.15
C -3.808 -0.092 -0.263 -0.56
F -3.560 1.237 -0.472 0.09
C 1.237 1.901 0.244 -0.33
O -2.728 -2.130 0.471 0.10
H 3.415 -0.133 -0.997 0.08
H 0.162 -2.450 0.244 0.09
C 3.198 0.256 -0.040 -0.05
F -4.749 -0.052 0.724 0.12
H 3.756 1.149 0.131 0.07
P -0.466 1.957 0.705 0.90


(4)
19
Properties=species:S:1:pos:R:3:lowdin_charge:R:1 method="wB97M-V/def2-TZVPD" max_force_ev_per_a=3.66 total_energy_ha=-539.38376 smiles="C/[N+]([O-])=C/c1ccccc1F" charge=0 spin_multiplicity=1 de_lowest_kcal_mol=79.0
C 3.367 0.791 -0.069 0.04
C -1.433 0.919 -0.009 -0.19
C -2.010 -1.770 -0.095 -0.05
H -2.105 -2.872 -0.159 0.12
C -3.030 -0.805 0.130 -0.05
H 1.190 1.676 -0.206 0.13
C -2.757 0.558 0.041 -0.01
H 3.502 0.732 -1.078 0.08
F -1.077 2.299 0.089 -0.01
H -4.026 -1.018 0.248 0.07
N 2.154 -0.051 0.102 -0.32
O 2.222 -1.304 0.169 -0.06
H 4.139 0.460 0.563 0.09
H 3.228 1.708 0.376 0.07
C -0.397 0.011 0.089 -0.07
H -3.366 1.416 0.012 0.11
C -0.702 -1.337 -0.065 -0.04
H 0.048 -2.008 -0.129 0.06
C 1.053 0.595 -0.009 0.02


(5)
20
Properties=species:S:1:pos:R:3:lowdin_charge:R:1 method="wB97M-V/def2-TZVPD" max_force_ev_per_a=4.39 total_energy_ha=-812.41237 smiles="C=C(c1ccccc1)[N+](=O)[O-].I" charge=0 spin_multiplicity=1 de_lowest_kcal_mol=89.2
C 0.582 -2.620 0.104 -0.08
C 0.420 -1.999 -1.131 -0.06
C 0.709 -1.905 1.304 -0.11
H 2.393 2.176 -0.568 0.10
O -1.780 1.298 0.369 0.02
N -0.916 2.144 0.147 -0.33
O -1.071 3.342 -0.033 0.09
H 0.986 -2.358 2.279 0.12
C 0.375 -0.592 -1.104 -0.01
H 1.274 3.414 -0.406 0.05
H 1.110 0.101 2.231 0.16
H 0.270 -0.170 -2.104 0.12
I -4.832 -0.576 0.005 0.34
C 0.838 -0.563 1.320 -0.04
C 0.467 0.102 0.127 -0.20
C 1.357 2.406 -0.300 0.16
C 0.392 1.561 0.006 -0.21
H -3.601 0.444 -0.482 -0.32
H 0.605 -3.739 0.267 0.12
H 0.422 -2.465 -2.032 0.07


(6)
22
Properties=species:S:1:pos:R:3:lowdin_charge:R:1 method="wB97M-V/def2-TZVPD" max_force_ev_per_a=1.31 total_energy_ha=-875.59149 charge=+1 spin_multiplicity=1 de_lowest_kcal_mol=0.0
C -16.116 -13.495 -3.875 -0.32
C -17.344 -13.107 -3.235 0.26
H -12.129 -11.496 -0.993 0.08
O -19.005 -11.297 -5.909 0.22
C -11.276 -11.997 -1.460 -0.08
H -13.348 -13.762 -1.746 0.07
H -17.532 -13.430 -2.216 0.16
H -10.542 -14.029 -1.668 0.12
O -15.213 -14.119 -3.336 0.00
O -12.537 -13.956 -2.226 -0.24
H -11.655 -13.842 -0.372 0.12
O -19.438 -12.181 -3.296 0.22
C -18.192 -11.945 -5.303 -0.32
C -16.928 -12.257 -5.920 0.27
C -15.891 -13.040 -5.285 -0.32
H -10.405 -11.687 -0.884 0.09
H -16.743 -11.970 -6.950 0.16
O -14.832 -13.320 -5.831 -0.06
H -11.217 -11.658 -2.493 0.08
C -18.420 -12.412 -3.894 -0.32
C -11.450 -13.496 -1.389 -0.28
In -13.004 -14.889 -4.845 1.11


(7)
22
Properties=species:S:1:pos:R:3:lowdin_charge:R:1 method="wB97M-V/def2-TZVPD" max_force_ev_per_a=0.40 total_energy_ha=-1285.91446 charge=-1 spin_multiplicity=1 de_lowest_kcal_mol=0.0
C 1.122 0.654 0.295 -0.28
H 1.001 -2.272 -0.892 0.11
O -2.604 0.565 -1.447 -0.21
O -3.260 -0.952 0.073 -0.01
H -0.942 -1.612 0.152 0.13
H 1.863 -1.260 -2.057 0.10
C 0.056 -0.332 -1.278 -0.28
C -2.413 -0.271 -0.507 -0.70
H 1.579 1.540 0.725 0.15
C -0.128 0.189 1.057 -0.11
C 2.050 -0.537 0.010 -0.11
H 2.191 -1.165 0.889 0.11
H -0.430 -0.325 -2.249 0.15
K -1.603 2.605 -0.472 0.98
C -0.914 -0.552 -0.105 -0.11
H 3.030 -0.190 -0.323 0.10
O -0.389 2.510 1.697 -0.20
O -1.516 0.943 2.846 -0.01
C -0.755 1.318 1.953 -0.71
O 0.628 0.964 -1.021 -0.12
C 1.282 -1.247 -1.134 -0.11
H 0.151 -0.572 1.788 0.14


(8)
19
Properties=species:S:1:pos:R:3:lowdin_charge:R:1 method="wB97M-V/def2-TZVPD" max_force_ev_per_a=4.16 total_energy_ha=-494.39287 smiles="O=C1NCCc2ncccc21" charge=0 spin_multiplicity=1 de_lowest_kcal_mol=25.7
H 1.673 -1.717 2.253 0.18
H 1.549 1.914 0.788 0.16
H 2.916 0.153 1.234 0.10
C -2.455 0.153 -1.209 -0.07
O -0.766 -1.754 2.182 0.04
C 1.527 0.984 0.055 -0.14
C 2.122 -0.225 0.660 -0.19
H 2.204 1.289 -0.723 0.11
H -3.462 0.019 -1.562 0.10
C -0.115 -1.104 1.357 -0.44
C 0.146 0.612 -0.476 -0.20
C -1.599 0.992 -1.865 -0.16
N 1.249 -1.176 1.436 0.09
C -1.904 -0.536 -0.150 -0.01
H -2.027 1.379 -2.845 0.13
H -2.626 -1.198 0.482 0.17
C -0.605 -0.349 0.180 -0.11
N -0.337 1.294 -1.545 0.12
H 2.510 -0.730 -0.252 0.13


(9)
19
Properties=species:S:1:pos:R:3:lowdin_charge:R:1 method="wB97M-V/def2-TZVPD" max_force_ev_per_a=6.45 total_energy_ha=-494.31093 smiles="C=CN(C=O)c1ccccn1" charge=0 spin_multiplicity=1 de_lowest_kcal_mol=77.1
H -0.515 -3.347 1.997 0.10
C 0.658 2.139 -0.926 0.03
C 0.328 -2.709 0.211 -0.13
H 2.018 -0.665 -2.594 0.12
O 1.867 1.229 -3.201 0.02
C -0.496 -1.131 1.805 -0.05
C 0.584 -0.490 -0.239 -0.32
C 1.656 0.342 -2.399 -0.36
H -0.254 0.852 1.198 0.06
N 1.006 0.425 -1.225 0.04
N 0.699 -1.713 -0.603 0.12
H 0.385 -3.696 -0.203 0.10
H -1.130 1.327 -1.161 0.09
H 1.587 2.575 -0.812 0.08
H -1.139 -0.873 2.585 0.09
H -1.259 3.119 -0.821 0.06
C -0.634 2.276 -0.923 0.01
C -0.265 -2.462 1.420 -0.07
C -0.055 -0.120 0.975 0.00


(10)
20
Properties=species:S:1:pos:R:3:lowdin_charge:R:1 method="wB97M-V/def2-TZVPD" max_force_ev_per_a=7.59 total_energy_ha=-569.43667 smiles=COc1ccc2oc(N)nc2c1 charge=0 spin_multiplicity=1 de_lowest_kcal_mol=129.9
H -1.736 2.371 0.405 0.14
H 4.637 -1.190 -0.669 0.14
C 1.025 0.829 -0.106 -0.21
C -0.596 -0.870 -0.143 0.03
C -1.486 0.216 -0.391 -0.22
H -4.731 -0.485 0.324 0.12
C -0.930 1.612 -0.009 -0.02
H 4.743 0.290 -0.677 0.17
H -0.876 -1.863 -0.105 0.09
C 0.755 -0.645 0.066 -0.25
H -3.340 -1.151 1.225 0.06
H 1.079 2.859 0.340 0.14
C -3.613 -0.952 0.205 -0.06
H -3.688 -1.904 -0.606 0.15
C 0.367 2.023 0.232 0.01
N 1.864 -1.305 0.262 0.19
O -2.839 0.236 -0.284 -0.17
O 2.360 0.802 -0.072 0.08
N 4.214 -0.436 0.093 0.07
C 2.791 -0.438 -0.090 -0.45


(11)
21
Properties=species:S:1:pos:R:3:lowdin_charge:R:1 method="wB97M-V/def2-TZVPD" max_force_ev_per_a=3.43 total_energy_ha=-644.69205 smiles="CO[C@@]12C[C@]1(C#N)C2=O.CN=C=O" charge=0 spin_multiplicity=1 de_lowest_kcal_mol=119.6
H 1.136 1.319 -1.087 0.11
H 1.946 1.346 2.923 0.09
C -1.023 1.129 -0.297 -0.03
N 0.497 -1.857 -2.734 0.07
C 0.447 1.398 -0.255 -0.07
H 0.664 2.351 0.442 0.16
H 0.339 1.932 2.503 0.09
O -1.197 -0.556 -3.722 0.16
C 0.873 1.007 2.920 -0.06
O 0.710 -0.091 1.981 -0.10
H 1.057 -3.550 -1.943 0.06
H 1.139 -2.202 -0.745 0.08
O -1.763 -1.219 0.311 0.13
C -1.892 2.203 0.270 -0.14
C -0.448 -1.207 -3.118 -0.35
C -0.950 -0.364 0.156 -0.35
H -0.372 -2.811 -1.109 0.07
C 0.602 -2.705 -1.562 -0.08
C 0.301 0.179 0.609 -0.11
H 0.544 0.591 3.947 0.12
N -2.610 3.107 0.511 0.15